# C48H86O27S4

A cluster of 13 separate species, C48H86O27S4 in total at a distorted geometry (ωB97M-V/def2-TZVPD, OMol25).

The geometry in XYZ format:
```
165
Properties=species:S:1:pos:R:3:mulliken_charge:R:1
C 7.1619 -3.7666 -0.6476 -1.4724
C 6.5087 -3.1518 -1.8619 0.9571
C 7.2311 -2.0173 -2.4805 0.8954
O 7.5094 -2.4343 -3.7950 -0.3903
C 6.8355 -3.6038 -4.0221 0.4602
O 6.8202 -4.1066 -5.1503 -0.5912
O 6.2923 -4.0208 -2.8720 -0.4328
H 7.9971 -4.3838 -0.9788 0.4080
H 6.4797 -4.4413 -0.1304 0.2947
H 7.4276 -3.2387 0.2683 0.2861
H 5.5289 -2.7594 -1.5896 -0.0489
H 8.1093 -1.7282 -1.9032 0.1786
H 6.4848 -1.2237 -2.4426 -0.5766
C 4.9663 1.5409 -3.2985 -0.4921
C 4.4933 0.8603 -4.5696 0.7064
C 3.1458 1.1126 -5.0613 0.1648
O 3.1499 1.9018 -6.2245 -0.3691
C 4.4119 2.2403 -6.4490 0.4965
O 4.8340 3.0865 -7.2267 -0.5669
O 5.2331 1.4683 -5.5908 -0.4308
H 4.2230 2.0617 -2.6949 0.1931
H 5.8066 2.1886 -3.5487 0.4597
H 5.4266 0.8112 -2.6323 -0.5471
H 4.6123 -0.2209 -4.4998 0.2118
H 2.7188 1.6638 -4.2235 0.1138
H 2.7424 0.1064 -5.1754 0.0277
C -0.1573 3.5370 -1.1757 -1.0016
C -1.4804 3.9148 -0.5404 0.6957
C -2.5443 2.8266 -0.7671 0.4350
O -3.2123 2.8069 0.5587 -0.1765
C -2.5188 3.5097 1.4150 0.4316
O -2.8750 3.7193 2.5917 -0.6816
O -1.4544 4.0230 0.8765 -0.3048
H -0.2594 3.3707 -2.2481 0.4759
H 0.2040 2.5790 -0.8017 0.0005
H 0.6394 4.2769 -1.0990 0.2254
H -1.8249 4.8381 -1.0062 0.2325
H -2.1212 1.8399 -0.9557 -0.5298
H -3.3692 2.9875 -1.4611 0.2350
C -5.1581 -0.1757 5.6254 -1.4971
C -4.0373 -1.1318 5.2691 0.3623
C -3.4886 -1.0688 3.8594 0.0812
O -2.2277 -0.5779 4.0764 -0.0227
C -1.9274 -0.4962 5.4937 0.3532
O -0.8478 -0.1398 5.9648 -0.5223
O -3.0089 -0.8779 6.1731 -0.3447
H -6.0939 -0.3695 5.1012 0.3851
H -4.8947 0.8560 5.3922 0.3597
H -5.3452 -0.2644 6.6956 0.3958
H -4.3616 -2.1660 5.3851 0.2450
H -4.0417 -0.3147 3.2995 0.0133
H -3.2740 -1.9962 3.3283 0.1985
C -2.1222 -0.5140 0.7471 -1.0851
C -0.6208 -0.7683 0.6240 1.3368
C -0.1071 -1.9899 0.0602 -0.3497
O 0.9508 -1.4240 -0.7281 -0.4277
C 0.9854 -0.1877 -0.6912 0.0218
O 1.8733 0.4742 -1.2232 -0.7576
O -0.0772 0.3197 0.0135 0.7500
H -2.1249 0.4317 1.2891 0.2336
H -2.6144 -1.2742 1.3536 -0.0059
H -2.6387 -0.4577 -0.2111 -0.1057
H -0.1804 -0.6844 1.6175 -0.5379
H -0.7352 -2.4903 -0.6768 0.4825
H 0.2556 -2.6668 0.8338 0.2246
C -9.5551 3.3602 2.8990 -1.2540
C -8.5306 3.3208 1.8069 0.7757
O -8.8573 3.6956 0.7139 -0.5442
C -7.1148 3.0855 2.1589 -0.4274
H -9.3891 3.9569 3.7960 0.3452
H -9.8563 2.4042 3.3273 0.3065
H -10.5138 3.7142 2.5200 0.3488
H -6.5514 3.7742 1.5293 0.2409
H -6.7750 2.1090 1.8136 -0.1480
H -6.8330 3.0200 3.2098 0.3765
C -7.4102 -3.7697 0.6518 -1.3103
C -5.8321 -3.8197 0.9481 0.8073
O -5.2056 -2.7922 1.3431 -0.4445
C -5.2581 -5.1681 0.9072 -1.1386
H -7.8988 -2.8216 0.4268 0.2565
H -7.8718 -4.1266 1.5725 0.4127
H -7.7393 -4.4152 -0.1625 0.4337
H -4.9389 -5.3810 1.9274 0.3149
H -4.4830 -5.2864 0.1500 0.3016
H -6.1415 -5.7518 0.6485 0.3856
C 1.8346 -6.1726 0.1070 -0.9571
C 3.2094 -5.8762 0.5559 0.6577
O 4.0638 -6.7329 0.6314 -0.5800
C 3.6730 -4.4095 0.5907 0.2967
H 1.8568 -5.6359 -0.8415 0.2112
H 1.0550 -5.8325 0.7887 0.2886
H 1.6045 -7.2380 0.1046 0.3327
H 4.4898 -4.4502 -0.1299 -0.3541
H 3.7889 -4.2155 1.6570 0.4196
H 2.8920 -3.7394 0.2313 -0.3339
C 2.5192 5.4159 3.3826 -0.7902
C 1.9599 5.1859 1.9597 0.7277
O 2.3538 4.1848 1.3861 -0.3340
C 1.1301 6.2854 1.2227 -1.2194
H 1.9757 4.6163 3.8858 0.0661
H 2.0341 6.3355 3.7100 0.4348
H 3.5909 5.4371 3.5803 0.2704
H 0.1063 6.1011 1.5482 0.2201
H 1.1852 6.2371 0.1351 0.2468
H 1.5638 7.1962 1.6355 0.5051
C 6.8102 2.9946 1.0118 -0.8231
C 8.0165 2.6905 0.1624 -0.8020
C 7.7902 1.2749 -0.4685 -0.1765
S 6.9320 0.3099 0.7517 1.0774
O 7.8404 -0.1592 1.7751 -0.7567
O 5.9482 -0.5288 0.0880 -0.2280
C 6.0319 1.7447 1.3808 -0.1256
H 6.0584 3.5279 0.4301 0.2622
H 6.9667 3.6165 1.8932 0.3459
H 8.9029 2.4759 0.7594 0.3129
H 8.1980 3.4931 -0.5523 0.3874
H 8.6369 0.7660 -0.9293 0.5599
H 7.1238 1.3427 -1.3283 -0.1991
H 6.1158 1.5683 2.4531 0.4705
H 5.0282 1.7605 0.9560 -0.1631
C -0.9683 -2.9186 -4.9960 -0.6747
C 0.3567 -2.0995 -4.4561 -0.3835
C -0.0185 -0.6176 -4.2911 -0.5664
S -1.8426 -0.5003 -3.9068 1.1787
O -2.3770 0.6667 -4.5995 -0.7892
O -2.1873 -0.8202 -2.4834 -0.4881
C -2.1851 -1.9916 -4.9140 -1.0110
H -1.0218 -3.8958 -4.5162 0.3357
H -0.8894 -3.0443 -6.0759 0.2547
H 1.2237 -2.2424 -5.1010 0.5241
H 0.7425 -2.5845 -3.5594 -0.0259
H -0.0496 -0.2770 -5.3261 0.4720
H 0.5687 -0.0235 -3.5908 0.1221
H -2.4135 -1.6632 -5.9279 0.5258
H -3.1071 -2.5224 -4.6769 0.4794
C -6.6499 -0.2148 -0.5610 -0.3222
C -6.1159 1.1606 -1.1615 0.0005
C -5.6207 0.8295 -2.5547 -0.3035
S -6.8059 -0.3486 -3.2880 1.0749
O -6.0891 -1.4270 -3.9956 -0.6348
O -7.8934 0.3692 -3.9267 -0.6909
C -7.4577 -1.0089 -1.6384 -0.9306
H -7.1407 0.0223 0.3829 0.4924
H -5.8559 -0.7432 -0.0334 -0.0769
H -5.4040 1.4882 -0.4039 -0.1918
H -6.9941 1.8045 -1.2072 0.2992
H -4.7172 0.2236 -2.6222 -0.1931
H -5.2293 1.6716 -3.1254 0.6647
H -7.2204 -2.0714 -1.6919 0.3406
H -8.5428 -1.1120 -1.6362 0.4727
C 2.5704 -0.6042 2.5544 0.2974
C 2.1787 -1.0823 4.0231 -0.5857
C 2.7365 0.0402 5.0413 -0.9283
S 2.5132 1.5970 4.0106 1.4176
O 3.7525 2.3489 4.0124 -0.7487
O 1.3501 2.3557 4.4291 -0.7804
C 2.1227 0.8780 2.4135 -0.1834
H 2.0049 -1.0763 1.7509 -0.5238
H 3.5960 -0.8661 2.2943 0.3188
H 2.5296 -2.0928 4.2330 0.5608
H 1.1050 -1.2686 4.0451 0.0439
H 3.8060 0.0805 5.2479 0.4151
H 2.2321 0.2316 5.9885 0.4414
H 2.5152 1.4214 1.5539 0.4182
H 1.0476 1.0291 2.3165 -0.1673
```

The calculation puts the total energy at -149786.8828 eV. The calculation puts the frontier orbital gap at 8.798 eV. As for the net charge: 0. The calculation puts the maximum force at 6.47 eV/Å. The multiplicity is 1. As for the LUMO energy: -0.0147 Eh.